Here is a structure of composition C47H104F9N9O15S6 from the OMol25 dataset. Energies are from ωB97M-V/def2-TZVPD.

DFT total energy: -6761.93110 hartree
Gap between HOMO and LUMO: 9.0 eV
Net charge: +2
Highest occupied orbital energy: -12.344 eV
Molecular weight: 1398.8 g mol⁻¹

Element x y z (Å)
1 C 6.98313 -0.03547 -3.13387
2 C 5.72265 -0.00179 -2.24014
3 C 5.07026 1.30342 -2.41167
4 N 3.63165 1.43156 -1.99303
5 C 3.46862 1.06125 -0.56967
6 C 2.81515 0.50506 -2.90641
7 C 1.46973 1.01453 -2.85297
8 C 1.62352 2.59201 -2.79030
9 C 3.05404 2.82791 -2.29880
10 H 6.78208 0.30037 -4.16059
11 H 7.39693 -1.04726 -3.13464
12 H 7.71006 0.61140 -2.68885
13 H 5.90184 -0.35428 -1.20108
14 H 4.98681 -0.72234 -2.64146
15 H 5.22269 1.59248 -3.50872
16 H 5.67027 2.10642 -1.85774
17 H 4.24621 1.57650 -0.00498
18 H 3.66209 -0.03199 -0.50063
19 H 2.47302 1.21771 -0.15853
20 H 2.88678 -0.56219 -2.69355
21 H 3.10712 0.69552 -3.89607
22 H 0.97366 0.63381 -1.95757
23 H 0.83757 0.81248 -3.74727
24 H 0.99204 2.95221 -2.02312
25 H 1.38514 3.02394 -3.74236
26 H 3.21138 3.39149 -1.39357
27 H 3.79230 3.27007 -3.00944
28 C -5.43460 -0.28207 -2.62248
29 C -4.81477 -0.95895 -1.39515
30 C -5.58178 -2.27252 -1.24520
31 N -5.15858 -3.15249 -0.08014
32 C -3.72807 -3.48653 -0.35302
33 C -6.00748 -4.42069 0.05929
34 C -5.97246 -4.73727 1.56569
35 C -5.22692 -3.62757 2.22625
36 C -5.20040 -2.45551 1.19630
37 H -6.40014 0.15660 -2.36226
38 H -5.50875 -0.96321 -3.49957
39 H -4.75402 0.48310 -2.99484
40 H -4.89268 -0.32795 -0.49241
41 H -3.75805 -1.20709 -1.48555
42 H -5.53505 -2.87042 -2.14376
43 H -6.62563 -2.03241 -1.05720
44 H -3.07865 -2.59296 -0.49650
45 H -3.68192 -4.02419 -1.29749
46 H -3.35908 -4.03856 0.52785
47 H -5.54833 -5.16209 -0.57620
48 H -7.00732 -4.03720 -0.25764
49 H -5.48280 -5.70440 1.72124
50 H -7.03224 -4.82963 1.81230
51 H -4.24476 -3.86706 2.61935
52 H -5.83065 -3.32832 3.07560
53 H -4.42282 -1.70263 1.33546
54 H -6.14356 -1.90477 1.27212
55 C -2.06286 5.10363 3.79406
56 C -2.14976 6.47437 4.33220
57 C -1.41405 7.54065 3.47800
58 N -1.64716 8.94015 4.01886
59 C -3.12023 9.34646 3.93313
60 C -0.81543 9.95078 3.30208
61 C -0.48136 11.03428 4.33519
62 C -0.98594 10.54960 5.67246
63 C -1.29040 9.07196 5.46603
64 H -2.65641 4.33633 4.39121
65 H -1.05482 4.69145 3.65511
66 H -2.53898 5.18225 2.81376
67 H -1.70935 6.57780 5.31627
68 H -3.19770 6.75882 4.33722
69 H -1.75108 7.50842 2.46508
70 H -0.31632 7.35368 3.42959
71 H -3.27101 10.39303 3.68692
72 H -3.64566 9.18367 4.91772
73 H -3.61186 8.60254 3.25538
74 H -1.41325 10.26956 2.45865
75 H 0.10150 9.44124 2.93306
76 H -0.97154 11.98208 4.11655
77 H 0.63814 11.24636 4.39691
78 H -1.92102 11.06521 5.98064
79 H -0.23199 10.67585 6.45000
80 H -1.96254 8.56501 6.15671
81 H -0.35218 8.60652 5.51357
82 C -0.95035 -4.80310 6.79195
83 C -0.21131 -3.93566 7.75650
84 C 0.05434 -2.44951 7.53745
85 N 1.07427 -2.01513 6.48397
86 C 2.36405 -2.71884 6.69702
87 C 1.26939 -0.43945 6.59475
88 C 0.33809 0.07176 5.53818
89 C 0.50603 -0.84842 4.37740
90 C 0.49273 -2.22950 5.09437
91 H -1.89250 -4.42911 6.42265
92 H -1.03838 -5.79616 7.17479
93 H -0.32638 -4.82045 5.85821
94 H 0.75713 -4.40371 7.96802
95 H -0.76411 -4.01147 8.72374
96 H 0.51321 -2.10763 8.46979
97 H -0.85355 -1.91212 7.25367
98 H 2.17144 -3.80230 6.85314
99 H 2.93322 -2.32370 7.52896
100 H 2.97406 -2.67072 5.76658
101 H 2.30799 -0.25333 6.29653
102 H 1.10513 -0.10735 7.61950
103 H 0.55765 1.13322 5.23944
104 H -0.71396 0.18664 5.88387
105 H 1.40686 -0.75115 3.81981
106 H -0.32170 -0.70881 3.65556
107 H 1.08114 -3.07299 4.70070
108 H -0.52360 -2.48958 5.20841
109 C 4.32008 -5.77930 -6.67671
110 C 3.49243 -5.87880 -5.36794
111 C 4.32998 -5.38906 -4.17051
112 N 3.50304 -4.84303 -3.00129
113 C 2.92221 -5.90951 -2.13693
114 C 2.47916 -3.81749 -3.45646
115 C 2.13403 -3.00674 -2.20724
116 C 3.40084 -3.11959 -1.28672
117 C 4.35781 -3.99367 -2.08830
118 H 3.76758 -6.15030 -7.52881
119 H 5.22735 -6.28401 -6.63082
120 H 4.58612 -4.74867 -7.00162
121 H 3.10202 -6.83894 -5.25060
122 H 2.58259 -5.31555 -5.45965
123 H 4.85706 -4.52571 -4.58694
124 H 5.02335 -6.13461 -3.76898
125 H 2.54688 -5.49961 -1.19930
126 H 3.65310 -6.63287 -1.81493
127 H 2.17478 -6.38758 -2.80184
128 H 1.63143 -4.21400 -4.08440
129 H 3.03577 -3.10633 -4.10933
130 H 1.20194 -3.35251 -1.69330
131 H 1.83836 -2.06432 -2.60730
132 H 3.09461 -3.57880 -0.35685
133 H 3.91273 -2.20864 -1.03096
134 H 4.99557 -4.71286 -1.57689
135 H 4.92727 -3.32486 -2.69211
136 C -1.93797 -4.68236 -6.14352
137 C -2.87288 -4.63715 -4.93565
138 O -2.50275 -4.32628 -3.82043
139 N -4.19374 -4.81287 -5.27101
140 H -4.36627 -5.39312 -6.03092
141 H -1.31424 1.34331 -1.68877
142 C -5.33730 -4.80512 -4.35626
143 H -0.90387 -4.99631 -5.84573
144 H -1.95276 -3.81575 -6.81468
145 H -2.12158 -5.40713 -6.88611
146 H -5.18370 -5.41431 -3.42769
147 H -6.23303 -5.17016 -4.82245
148 H -5.50449 -3.74878 -4.11153
149 C -2.00426 2.95066 -2.38392
150 O -3.13131 3.50106 -1.82482
151 O -2.07049 1.52105 -2.25368
152 C -1.92406 3.16465 -3.93060
153 F -1.54588 4.43491 -4.34585
154 F -0.99703 2.41311 -4.48659
155 F -3.10373 2.81197 -4.52146
156 C -3.08731 4.89518 -1.54142
157 C -4.19913 5.08457 -0.51400
158 H -5.08466 4.61326 -0.88285
159 H -3.96735 4.69520 0.53822
160 H -4.45214 6.14379 -0.44449
161 H -3.29659 5.50116 -2.38279
162 H -2.16538 5.22889 -1.07199
163 H -1.07915 3.52865 -1.98334
164 N 2.63619 -0.17523 -5.83608
165 S 1.61801 -1.31043 -6.04704
166 O 1.09905 -1.53757 -4.72826
167 O 2.00389 -2.39192 -6.90592
168 F 0.33778 -0.74115 -6.70124
169 S 3.74383 0.34314 -6.81838
170 O 4.27626 -0.66512 -7.70516
171 O 4.65095 1.19617 -6.12923
172 F 2.94739 1.18506 -7.83896
173 N 5.49317 -1.02457 3.17685
174 S 6.07792 -0.82867 1.74007
175 O 6.23195 0.59728 1.45400
176 O 5.53007 -1.76865 0.72853
177 F 7.57985 -1.25043 1.98176
178 S 4.04750 -0.80012 3.49739
179 O 3.36519 -1.88664 4.06115
180 O 3.36520 -0.02320 2.51148
181 F 4.11223 0.12146 4.69418
182 N -0.65709 1.04354 0.57999
183 S -0.91615 -0.51731 0.63149
184 O -2.08060 -0.83828 1.37993
185 O 0.33286 -1.18039 0.75005
186 F -1.28436 -0.89350 -0.87575
187 S -1.31352 2.22946 1.31284
188 O -0.63958 3.46080 0.92886
189 O -1.52072 1.94602 2.74033
190 F -2.72522 2.34432 0.73182

Löwdin population analysis, charges in e, atoms 1 to 2: C -0.06; C -0.24